No. 1
C8H8N4 | ωB97M-V with the def2-TZVPD basis set

The highest occupied orbital energy is -8.856 eV. Its gap between HOMO and LUMO is 0.29360 hartree. The net charge is 0. Its spin multiplicity is 1. The energy above the lowest of the compared OMol25 structures with the same formula, charge and spin comes out at 5.417 eV.

Atoms and positions in Å:
C 3.27 0.39 -0.09
C 1.91 -0.16 0.08
C -0.42 -1.37 0.35
C -1.53 -2.00 0.23
C -2.69 -1.20 -0.14
C -1.46 0.75 0.00
C -1.27 2.15 0.05
C -0.33 -0.01 0.17
H 3.18 1.50 -0.90
H 3.63 0.69 1.01
H 3.88 -0.46 -0.74
H -1.57 -3.12 0.07
H -3.75 -1.48 -0.25
H -0.33 2.35 -0.70
H -2.30 2.59 -0.21
H -1.06 2.42 1.29
N 1.84 -1.59 -0.13
N 0.73 -2.16 -0.04
N -2.64 0.04 -0.24
N 0.89 0.66 0.20

***

No. 2
C8H8N7 | ωB97M-V with the def2-TZVPD basis set

The highest occupied orbital energy is -13.815 eV. Its SMILES is [H]/N=C1/N=C2C=NC=C[N@@+]2(c2cn[nH]c2)N1. Its gap between HOMO and LUMO is 0.28845 hartree. The net charge is +1. Its spin multiplicity is 1. The energy above the lowest of the compared OMol25 structures with the same formula, charge and spin comes out at 0.602 eV.

Atoms and positions in Å:
H 2.55 2.91 1.10
N 2.65 2.48 0.14
C 2.10 1.37 -0.02
N 2.11 0.51 -1.14
C 1.43 -0.48 -1.05
C 1.33 -1.71 -1.77
N 0.72 -2.73 -1.30
C 0.40 -2.79 -0.01
C 0.41 -1.70 0.82
N 0.52 -0.39 0.26
C -0.88 0.09 -0.13
C -1.84 0.79 0.64
N -2.89 1.05 -0.08
N -2.60 0.59 -1.31
C -1.42 0.01 -1.42
N 1.30 0.60 0.96
H 1.70 -1.70 -2.71
H 0.07 -3.82 0.48
H 0.25 -1.71 1.84
H -1.99 0.97 1.71
H -3.27 0.63 -1.97
H -1.00 -0.15 -2.40
H 1.06 0.87 1.92

***

No. 3
C8H8NO2 | ωB97M-V with the def2-TZVPD basis set

The highest occupied orbital energy (alpha / beta) is -3.558 / -3.535 eV. Its gap between HOMO and LUMO (alpha / beta) is 0.25167 / 0.26558 hartree. The net charge is -1. Its spin multiplicity is 1. The energy above the lowest of the compared OMol25 structures with the same formula, charge and spin comes out at 5.511 eV.

Atoms and positions in Å:
C -0.91 0.56 0.47
C 1.05 -0.97 1.64
C -0.75 -0.16 -0.72
C -1.46 1.68 1.04
C 1.74 -0.63 -0.67
C 1.24 -1.62 0.28
C 0.37 -1.19 -0.90
C -1.96 2.69 -0.03
N 1.71 -1.14 2.67
O -1.57 2.04 2.20
O -1.36 0.08 -1.76
H 1.88 0.43 -0.38
H 2.62 -1.07 -1.24
H 1.69 -2.62 0.27
H 0.30 -1.97 -1.65
H -2.17 2.16 -0.97
H -1.04 3.25 -0.23
H -2.87 3.43 0.21
H 2.76 -1.47 2.79

***

No. 4
C8H8NO6Sm | ωB97M-V with the def2-TZVPD basis set

The highest occupied orbital energy (alpha / beta) is -16.262 / -16.294 eV. Its gap between HOMO and LUMO (alpha / beta) is 0.25095 / 0.25965 hartree. The net charge is +2. Its spin multiplicity is 6. The energy above the lowest of the compared OMol25 structures with the same formula, charge and spin comes out at 0.795 eV.

Atoms and positions in Å:
O 1.45 -5.85 -3.88
C 1.22 -5.01 -3.13
Sm 0.46 -0.64 -1.27
O 0.47 -4.14 -0.21
C 0.48 -3.06 -0.60
C 0.70 1.09 -3.03
O 0.79 2.01 -3.72
C -1.78 -1.08 -2.30
O -2.83 -1.27 -2.74
C 2.93 -0.77 -1.30
O 4.09 -0.79 -1.26
H 0.90 -1.63 -3.04
C 0.15 2.78 1.99
N -0.77 1.66 2.15
C -1.76 1.58 3.24
C -0.62 0.73 1.26
O 0.29 0.80 0.34
H -0.04 3.50 2.78
H 0.00 3.20 0.98
H 1.18 2.39 1.99
H -2.78 1.48 2.79
H -1.58 0.66 3.83
H -1.66 2.50 3.85
H -1.27 -0.13 1.26

***

No. 5
C8H8NS | ωB97M-V with the def2-TZVPD basis set

The highest occupied orbital energy (alpha / beta) is -12.494 / -12.333 eV. Its gap between HOMO and LUMO (alpha / beta) is 0.26347 / 0.27573 hartree. The net charge is +1. Its spin multiplicity is 1. The energy above the lowest of the compared OMol25 structures with the same formula, charge and spin comes out at 4.109 eV.

Atoms and positions in Å:
C 0.14 -0.53 2.14
C -0.50 -1.42 1.15
C 1.04 0.46 1.71
C 0.43 2.09 -1.48
C -0.08 -1.36 -0.10
C 1.57 2.30 -0.94
C -0.27 0.70 -1.44
C 1.58 0.51 0.38
N 0.78 -0.22 -0.65
S 2.89 1.46 -0.21
H -0.01 -0.83 3.15
H -1.07 -2.31 1.59
H 1.63 1.06 2.43
H -0.30 2.77 -1.81
H -0.18 -2.31 -0.72
H -1.20 0.82 -0.92
H -0.48 0.29 -2.43
H 1.60 -0.63 -1.24

***

No. 6
C8H8O2 | ωB97M-V with the def2-TZVPD basis set

The highest occupied orbital energy (alpha / beta) is -7.391 / -7.618 eV. Its gap between HOMO and LUMO (alpha / beta) is 0.28171 / 0.26646 hartree. The net charge is 0. Its spin multiplicity is 1. The energy above the lowest of the compared OMol25 structures with the same formula, charge and spin comes out at 7.121 eV.

Atoms and positions in Å:
C 0.29 1.44 3.52
C 2.86 -0.79 0.78
C 0.39 0.54 2.72
C 1.76 -0.62 1.20
C -0.77 -1.76 0.25
C -1.13 1.03 -1.38
C 0.43 -0.38 1.65
C -0.89 0.72 -2.83
O -0.68 -0.86 1.14
O -0.23 1.49 -0.73
H 0.58 2.17 4.16
H 3.70 -1.24 0.41
H -1.70 -2.10 -0.16
H 0.12 -2.24 -0.11
H -2.19 0.74 -1.10
H -0.42 1.50 -3.50
H -1.88 0.53 -3.22
H -0.21 -0.19 -2.79

***

No. 7
C8H8O2S | ωB97M-V with the def2-TZVPD basis set

The highest occupied orbital energy is -8.000 eV. Its SMILES is CC1(c2cccs2)OC=CO1. Its gap between HOMO and LUMO is 0.32463 hartree. The net charge is 0. Its spin multiplicity is 1. The energy above the lowest of the compared OMol25 structures with the same formula, charge and spin comes out at 3.266 eV.

Atoms and positions in Å:
C -0.77 -1.33 -1.70
C -0.38 -0.05 -0.82
C 0.30 -0.33 0.46
C 1.60 -0.32 0.84
C 1.74 -0.53 2.18
C 0.55 -0.79 2.79
S -0.80 -0.59 1.77
O 0.30 0.87 -1.54
C -0.26 2.07 -1.30
C -1.46 1.89 -0.73
O -1.65 0.62 -0.41
H -0.10 -1.15 -2.60
H -1.77 -1.18 -1.91
H -0.64 -2.16 -1.06
H 2.47 -0.27 0.03
H 2.73 -0.70 2.60
H 0.37 -1.34 3.71
H 0.03 2.82 -2.02
H -2.24 2.46 -0.26

***

No. 8
C8H8O3 | ωB97M-V with the def2-TZVPD basis set

The highest occupied orbital energy is -8.510 eV. Its SMILES is Cc1cc(O)c(C=O)cc1O. Its gap between HOMO and LUMO is 0.31887 hartree. The net charge is 0. Its spin multiplicity is 1. The energy above the lowest of the compared OMol25 structures with the same formula, charge and spin comes out at 2.937 eV.

Atoms and positions in Å:
C -3.09 0.85 -0.12
C -1.62 0.52 -0.04
C -0.58 1.45 -0.05
C 0.71 1.09 0.07
O 1.71 2.08 0.07
C 1.07 -0.32 0.11
C 2.48 -0.64 0.33
O 3.22 -1.19 -0.55
C 0.02 -1.18 0.12
C -1.29 -0.86 0.09
O -2.31 -1.79 0.03
H -3.53 0.37 -0.97
H -3.67 0.45 0.79
H -3.03 1.95 -0.42
H -0.94 2.62 -0.17
H 2.46 1.70 -0.12
H 2.85 -0.61 1.28
H 0.47 -2.23 0.22
H -1.90 -2.68 -0.07